Record 1
Below is a single C4H5NO2 molecule in a non-equilibrium geometry, with properties calculated with ωB97M-V with the def2-TZVPD basis set.

The geometry in XYZ format:
```
12
Properties=species:S:1:pos:R:3:forces:R:3
C 0.639 0.836 0.323 5.0494 1.1767 -0.9463
C -0.584 1.454 0.068 -0.5122 -0.5663 0.2337
C 2.248 1.152 -0.047 -4.6765 -1.5057 1.2497
C -1.255 0.026 0.075 -0.8598 0.5190 -0.1735
N 0.116 -0.552 0.228 0.7247 -0.3881 -0.0334
O 3.019 0.251 -0.232 0.1720 0.1372 -0.0861
O -1.060 2.553 -0.073 -0.1186 0.3080 -0.1363
H 2.456 2.219 -0.069 0.2988 0.3139 -0.1202
H -1.902 -0.188 0.921 0.0643 -0.0995 0.0736
H -1.738 -0.266 -0.855 0.1260 -0.1139 -0.0131
H 0.461 -1.074 -0.584 -0.1440 0.0649 0.1487
H 0.270 -1.130 1.059 -0.1240 0.1538 -0.1966
```
Forces are in eV/Å.

Its net charge is 0. The HOMO-LUMO gap is 8.507 eV. The SMILES is O=CC1=C([O-])C[NH2+]1.

=====

Record 2
Below is 2 unconnected molecules or ions with the total composition C15H23N2O4P in a non-equilibrium geometry, with properties calculated with ωB97M-V with the def2-TZVPD basis set.

The geometry in XYZ format:
```
45
Properties=species:S:1:pos:R:3:forces:R:3
O -1.150 0.335 2.932 0.7067 -0.6525 -0.3196
C -0.417 -0.474 2.412 -0.2479 -1.0294 0.0051
N 0.800 -0.980 2.920 1.0989 1.3964 -0.3291
C 1.671 -1.392 1.776 -1.2601 -0.5426 -0.6530
C 0.936 -0.798 0.550 0.6692 0.4263 0.4855
P 0.853 1.095 0.471 -2.8058 0.9035 0.3873
O 1.285 1.574 -1.060 1.1595 -0.7030 0.6800
O 1.891 1.739 1.575 0.8958 -0.7636 -0.7769
C -0.513 -1.171 1.021 -0.4032 1.2057 -1.0852
C -1.626 -0.749 0.059 -0.4479 -0.4071 -0.0262
C -2.970 -1.498 0.261 0.3965 0.4938 -0.1117
C -3.629 -1.239 1.592 0.1782 -0.2421 -1.1167
C -3.256 -1.875 2.748 0.8809 -0.7249 -0.2991
C -3.854 -1.583 3.941 0.3070 -0.4022 0.7465
C -4.848 -0.644 3.978 -0.7771 0.3521 1.0799
C -5.263 -0.024 2.832 -0.3812 0.5569 -0.0163
C -4.650 -0.325 1.645 -0.5550 0.6419 -0.5858
H 1.356 -0.275 3.397 -0.6768 -0.0482 0.7314
H 2.711 -1.112 1.904 -0.0397 0.0280 0.1620
H 1.530 -2.473 1.690 0.7214 -0.0574 -0.0358
H 1.236 -1.141 -0.443 -0.0627 -0.4174 0.1745
H 0.498 1.394 -1.589 -0.0210 0.2070 -0.0724
H 1.324 2.233 2.176 0.0136 0.1684 -0.0880
H -0.586 -2.263 1.062 0.2626 0.0285 0.5505
H -1.817 0.324 0.051 0.1383 0.0081 0.2537
H -1.297 -1.024 -0.952 0.0897 0.1261 0.0506
H -2.820 -2.562 0.055 -0.0387 -0.0143 0.2005
H -3.632 -1.108 -0.515 -0.0571 -0.2243 -0.0348
H -2.446 -2.595 2.695 -0.0589 -0.0957 0.1420
H -3.523 -2.081 4.843 -0.0492 0.0211 0.0334
H -5.345 -0.377 4.903 0.1356 -0.1364 0.1059
H -6.051 0.717 2.867 -0.0452 -0.0212 -0.0085
H -5.001 0.182 0.752 0.1695 -0.0847 -0.1213
C 4.057 0.308 -4.977 0.0392 -0.0946 -0.0565
O 3.198 -0.528 -4.774 -0.0527 0.0478 0.0557
N 4.066 1.546 -4.447 0.1287 0.1227 -0.1001
C 5.121 2.498 -4.728 -0.2476 -0.0106 0.1518
C 2.977 1.931 -3.563 0.1089 -0.2742 -0.2017
H 4.923 0.110 -5.632 0.0162 0.0371 0.0078
H 5.616 2.785 -3.798 0.0790 0.0735 -0.0677
H 4.697 3.390 -5.196 0.1196 0.0480 -0.0110
H 5.857 2.063 -5.401 -0.0297 -0.0445 0.0002
H 2.942 1.258 -2.712 -0.0744 0.0672 0.0422
H 2.031 1.856 -4.103 -0.0488 0.0370 0.0931
H 3.118 2.951 -3.215 0.0657 -0.0062 -0.0224
```
Forces are in eV/Å.

Its net charge is 0. The HOMO-LUMO gap is 8.564 eV. The SMILES is O=C1NC[C@H](P(O)O)[C@@H]1CCc1ccccc1.CN(C)C=O.

=====

Record 3
Below is a molecular structure, C4H7CsO2 in a non-equilibrium geometry, with properties calculated with ωB97M-V with the def2-TZVPD basis set.

The geometry in XYZ format:
```
14
Properties=species:S:1:pos:R:3:forces:R:3
H -3.520 0.087 1.802 -0.0945 -0.1124 0.4063
O 0.140 0.485 -0.004 -0.6210 -0.6409 -0.1975
Cs -0.250 -2.567 0.716 0.1925 -0.3306 0.2759
C 1.092 1.434 0.158 -0.2450 0.7282 0.1565
O 2.242 0.956 -0.162 0.2693 -0.0769 0.0374
C 2.471 -0.387 -0.631 0.1265 -0.2758 -0.2027
C -1.180 0.892 0.187 -0.2444 -0.8678 0.8884
C -2.173 -0.023 0.109 0.2993 0.9906 -2.2141
H 3.513 -0.419 -0.958 -0.2498 0.0801 0.0767
H 2.353 -1.094 0.202 -0.0045 0.1787 -0.2296
H 1.810 -0.618 -1.476 0.1507 -0.0096 0.2647
H -1.279 1.904 0.575 0.0179 -0.1376 -0.3303
H -2.024 -0.950 -0.457 0.1243 0.2424 0.4674
H -3.197 0.302 -0.062 0.2786 0.2315 0.6010
```
Forces are in eV/Å.

Its expectation value of S² is 0.76. Its net charge is +1. The HOMO-LUMO gap (spin up / spin down) is 8.756 / 8.910 eV. As for the multiplicity: 2.

=====

Record 4
Below is a single C4H7F molecule in a non-equilibrium geometry, with properties calculated with ωB97M-V with the def2-TZVPD basis set.

The geometry in XYZ format:
```
12
Properties=species:S:1:pos:R:3:forces:R:3
C -0.865 0.262 -1.155 1.6390 -3.6683 2.1753
C 0.309 0.788 -0.270 -0.8406 0.6951 -0.6048
C 0.885 -0.123 0.777 0.8849 3.4525 0.0773
C 0.239 -1.158 1.173 -0.3253 -0.5426 -0.4721
H -1.660 0.039 -0.457 -0.7072 0.2147 -0.1074
H -0.582 -0.773 -1.527 -0.2742 1.1878 -0.0358
H -1.197 0.844 -1.955 -0.1668 1.2455 -0.9891
H -0.178 1.660 0.208 1.0472 -0.0186 0.0576
H 1.081 1.056 -0.943 0.9438 0.9191 -0.5008
H 0.563 -1.591 2.041 0.4009 -1.6929 1.9587
H -0.605 -1.458 0.578 -0.0932 -0.3651 0.2800
F 2.009 0.455 1.531 -2.5086 -1.4272 -1.8388
```
Forces are in eV/Å.

Its net charge is 0. The HOMO-LUMO gap is 11.188 eV. The SMILES is C=C(F)CC.

=====

Record 5
Below is a single C2H7PS molecule in a non-equilibrium geometry, with properties calculated with ωB97M-V with the def2-TZVPD basis set.

The geometry in XYZ format:
```
11
Properties=species:S:1:pos:R:3:forces:R:3
C -1.625 -0.052 -0.387 -0.2392 3.9849 1.0101
C -0.496 -0.311 0.626 -1.0986 -3.6300 -1.0785
P 2.259 0.706 0.153 -1.5528 1.1927 0.0785
S 0.975 -0.830 -0.372 -0.4208 0.2947 0.9880
H -1.401 0.959 -0.950 -0.2904 -1.7771 1.0545
H -1.809 -0.741 -1.178 -0.0506 -0.9756 -0.0898
H -2.527 0.193 0.246 0.4529 -0.5590 -1.0030
H -0.691 -1.326 1.125 -0.1822 1.6254 -0.2393
H -0.484 0.451 1.395 0.8343 0.2180 -0.1945
H 3.349 0.004 0.537 1.4003 -0.7419 -0.1284
H 2.450 0.946 -1.196 1.1472 0.3679 -0.3977
```
Forces are in eV/Å.

Its net charge is 0. The HOMO-LUMO gap is 9.817 eV. The SMILES is CCSP.

=====

Record 6
Below is a molecular structure, C21H21N3OS in a non-equilibrium geometry, with properties calculated with ωB97M-V with the def2-TZVPD basis set.

The geometry in XYZ format:
```
47
Properties=species:S:1:pos:R:3:forces:R:3
C 1.462 -0.600 2.579 -0.6501 -3.9594 4.4701
H 2.440 -1.033 2.888 -0.1910 1.0655 0.2781
O 1.214 -0.957 1.339 -0.1934 -0.2222 -7.3145
C 1.958 -0.359 0.242 -5.8091 -5.9288 -1.0738
C 2.918 0.395 0.388 11.0838 9.8701 4.0257
C 3.778 1.119 -0.615 -4.0290 -3.0684 -1.6717
C 3.506 0.855 -1.950 1.3396 -2.7825 2.3318
C 2.618 -0.291 -2.159 0.8371 3.5367 1.1402
C 1.810 -0.739 -1.169 -2.5437 -0.5375 1.2570
N 0.666 -1.585 -1.453 13.0532 12.3426 -0.6000
C -0.301 -1.748 -0.826 -10.4505 -4.6688 4.4312
N -1.088 -0.844 -0.464 -7.1421 3.1745 4.7832
C -1.032 0.485 -0.642 16.4217 -3.3015 -4.4998
C -0.468 1.060 -1.874 -5.2981 -6.3434 -3.9814
C -1.073 0.302 -3.107 9.0148 12.3885 -1.1866
N -0.827 0.912 -4.354 -10.4576 -14.2367 3.9709
C -0.112 1.784 -4.543 12.8873 13.8995 -1.1667
C 0.629 2.520 -3.503 -2.9490 -5.1764 3.6318
C 0.433 1.975 -2.033 2.8952 6.8098 -5.3667
H 0.878 2.677 -1.301 -0.1654 -1.2104 0.1097
H 1.410 3.161 -3.719 1.1991 1.5075 -0.4001
H 0.357 2.197 -5.549 -1.8977 -1.1327 0.9406
H -1.716 -0.322 -2.897 -6.4373 -6.6563 1.0834
H -0.048 1.082 0.150 -1.9283 -1.6755 -1.1027
H -1.575 0.973 -0.201 -11.7595 8.8027 7.5042
C -2.539 -1.092 0.307 5.6202 16.8403 -2.4895
C -2.610 -0.854 1.626 5.8546 -3.4621 10.7064
C -2.828 0.294 2.402 -3.6545 0.1249 -11.8017
C -2.877 0.648 3.598 2.6747 -2.4712 10.7395
C -2.325 -0.378 4.483 2.0342 -3.3067 -5.7986
C -1.656 -1.633 3.947 -6.5847 9.9405 -8.6485
C -1.826 -1.904 2.459 -5.4079 10.9246 5.7576
H -1.442 -2.676 2.125 3.4453 -7.4377 -3.6095
H -1.390 -2.370 4.425 3.1914 -7.0545 5.6146
H -2.232 -0.273 5.466 0.0082 0.7414 4.0709
H -3.118 1.464 4.248 -0.7562 1.0665 -1.1510
H -3.410 0.895 1.668 0.4844 0.9783 0.4237
H -2.807 -1.849 0.084 -5.4086 -17.4364 -5.0041
H -3.242 -0.396 -0.214 0.7152 -0.1354 -0.1847
S -0.905 -3.229 -0.977 -2.0245 -5.0903 0.4679
H 0.879 -2.213 -1.982 3.2191 -9.2263 -7.5572
H 2.443 -0.214 -3.174 -1.2617 -1.6542 -2.1347
H 4.236 1.106 -2.736 -0.8490 0.3895 0.2446
H 4.540 1.767 -0.406 1.6015 1.5148 1.3178
H 3.382 0.817 1.438 -1.8751 -1.6056 -2.0711
H 0.659 -1.325 3.172 2.0303 2.2009 -1.0076
H 1.234 0.396 2.810 0.1131 1.6619 0.5211
```
Forces are in eV/Å.

Its net charge is 0. The HOMO-LUMO gap is 7.338 eV.

=====

What did we get for ΔE to the lowest compared entry with this formula, charge and spin? Answer: 3.114, 0.000, 2.417, 0.659, 1.144, 21.808 eV, in the order shown.